1.
# C4H7FN2S

The molecule C4H7FN2S in a non-equilibrium geometry (ωB97M-V with the def2-TZVPD basis set, the Open Molecules 2025 dataset).

Summary:
Structure (SMILES): FC1CN(NC=S)C1
Strongest force on any atom: 0.1165 hartree/bohr
Orbital gap: 0.3283 Eh
Energy relative to the best compared isomer or geometry (same formula, charge and spin): 91.3 kcal per mole
Charge: 0
DFT total energy: -764.0397 Eh

Cartesian coordinates (Å):
F: 1.95 -0.19 2.00
C: 1.18 -0.99 1.10
C: 1.26 -0.42 -0.36
N: 0.16 0.46 0.08
N: -0.66 0.69 -0.99
C: -1.55 1.73 -1.16
S: -1.33 3.17 -0.38
C: -0.26 -0.61 1.05
H: 1.49 -2.07 1.32
H: 0.80 -1.23 -1.11
H: 2.22 -0.02 -0.73
H: -1.30 -0.23 -1.29
H: -2.35 1.45 -1.97
H: -0.86 -0.17 1.97
H: -0.76 -1.59 0.48

***

2.
# C4H7FN2S

The molecule C4H7FN2S in a non-equilibrium geometry (ωB97M-V with the def2-TZVPD basis set, the Open Molecules 2025 dataset).

Summary:
Structure (SMILES): C/C(F)=C/N=C\NS
Strongest force on any atom: 0.0856 hartree/bohr
Orbital gap: 0.3195 Eh
Energy relative to the best compared isomer or geometry (same formula, charge and spin): 62.3 kcal per mole
Charge: 0
DFT total energy: -764.0859 Eh

Cartesian coordinates (Å):
C: 0.85 2.67 0.29
C: -0.16 1.65 -0.08
F: -1.31 2.05 0.48
C: -0.05 0.37 -0.48
N: -1.19 -0.39 -0.44
C: -1.28 -1.70 -0.52
N: -0.16 -2.70 -0.54
S: 1.21 -2.48 0.55
H: 0.57 3.49 -0.33
H: 0.78 2.87 1.39
H: 1.95 2.25 0.11
H: 0.93 0.21 -0.87
H: -2.32 -2.12 -0.71
H: -0.54 -3.68 -0.62
H: 0.72 -2.50 1.78

***

3.
# C4H7FN2S

The molecule C4H7FN2S in a non-equilibrium geometry (ωB97M-V with the def2-TZVPD basis set, the Open Molecules 2025 dataset).

Summary:
Structure (SMILES): N[C@H]1[C@@H](F)[C@H]1NC=S
Strongest force on any atom: 0.0300 hartree/bohr
Orbital gap: 0.3414 Eh
Energy relative to the best compared isomer or geometry (same formula, charge and spin): 31.6 kcal per mole
Charge: 0
DFT total energy: -764.1348 Eh

Cartesian coordinates (Å):
N: -0.28 -0.06 -1.91
C: 0.60 -0.67 -0.94
C: 1.58 0.23 -0.27
F: 1.43 1.58 -0.43
C: 0.52 -0.43 0.57
N: -0.42 0.45 1.14
C: -1.71 0.10 1.32
S: -2.38 -1.35 0.96
H: -1.24 -0.21 -1.61
H: -0.14 0.95 -1.92
H: 0.97 -1.68 -1.18
H: 2.65 0.02 -0.12
H: 0.82 -1.24 1.23
H: -0.11 1.38 1.43
H: -2.28 0.92 1.72

***

4.
# C4H7FN3O

The ion C4H7FN3O with charge +1 in a non-equilibrium geometry (ωB97M-V with the def2-TZVPD basis set, the Open Molecules 2025 dataset).

Summary:
Spin multiplicity: 3
Strongest force on any atom: 0.1084 hartree/bohr
Expectation value of S²: 2.026
Orbital gap (alpha / beta): 0.2538 / 0.1793 Eh
Energy relative to the best compared isomer or geometry (same formula, charge and spin): 3.0 kcal per mole
Charge: +1
DFT total energy: -495.5110 Eh

Cartesian coordinates (Å):
C: 0.75 1.42 0.04
C: -2.73 0.17 -0.29
C: -1.42 0.20 0.08
C: 1.32 -0.84 -0.54
N: -0.57 1.32 -0.02
N: 1.62 0.45 0.05
N: 2.19 -1.75 -0.22
O: -0.86 -0.83 0.81
F: -3.56 -0.92 -0.20
H: 1.01 2.52 0.10
H: -3.03 1.03 -0.81
H: -0.86 2.20 -0.37
H: 2.52 0.82 0.25
H: 2.16 -2.68 -0.65
H: 2.87 -1.77 0.40
H: -1.42 -1.35 1.38

***

5.
# C4H7FO

The molecule C4H7FO in a non-equilibrium geometry (ωB97M-V with the def2-TZVPD basis set, the Open Molecules 2025 dataset).

Summary:
Structure (SMILES): C=C(CF)OC
Strongest force on any atom: 0.0451 hartree/bohr
Orbital gap: 0.3764 Eh
Energy relative to the best compared isomer or geometry (same formula, charge and spin): 26.9 kcal per mole
Charge: 0
DFT total energy: -331.6664 Eh

Cartesian coordinates (Å):
C: 0.03 1.39 -0.29
C: -0.38 0.18 0.03
C: -1.79 -0.15 0.40
F: -2.32 -0.94 -0.61
O: 0.33 -0.95 0.10
C: 1.71 -0.86 -0.16
H: 1.10 1.72 -0.37
H: -0.70 2.22 -0.39
H: -2.43 0.70 0.62
H: -1.75 -0.74 1.35
H: 2.17 -0.26 0.63
H: 2.11 -1.87 -0.16
H: 1.92 -0.43 -1.16

***

6.
# C4H7FO

The molecule C4H7FO in a non-equilibrium geometry (ωB97M-V with the def2-TZVPD basis set, the Open Molecules 2025 dataset).

Summary:
Structure (SMILES): C[C@H]1[C@H](O)[C@@H]1F
Strongest force on any atom: 0.1165 hartree/bohr
Orbital gap: 0.3929 Eh
Energy relative to the best compared isomer or geometry (same formula, charge and spin): 71.9 kcal per mole
Charge: 0
DFT total energy: -331.5947 Eh

Cartesian coordinates (Å):
C: -0.72 -1.20 -0.95
C: 0.16 -0.04 -0.43
C: -0.40 1.03 0.39
O: 0.24 2.39 0.41
C: 0.51 -0.11 0.99
F: 1.88 0.17 1.06
H: 0.13 -1.98 -1.37
H: -1.14 -1.74 -0.10
H: -1.69 -1.09 -1.66
H: 0.89 0.28 -1.22
H: -1.34 1.25 0.90
H: 1.22 1.92 0.32
H: 0.26 -0.87 1.67

***

7.
# C4H7FO2

A cluster of 2 separate species, C4H7FO2 in total in a non-equilibrium geometry (ωB97M-V with the def2-TZVPD basis set, the Open Molecules 2025 dataset).

Summary:
Strongest force on any atom: 0.1465 hartree/bohr
Orbital gap: 0.3085 Eh
Energy relative to the best compared isomer or geometry (same formula, charge and spin): 164.2 kcal per mole
Charge: 0
DFT total energy: -406.7033 Eh

Cartesian coordinates (Å):
C: -0.54 1.44 -0.12
C: -0.59 -0.15 -0.07
C: -0.13 -1.04 1.06
C: 0.53 -1.13 -0.26
H: 1.47 2.48 -0.67
H: -0.86 1.85 -1.19
H: -1.09 1.80 0.76
H: 0.35 -0.81 2.08
H: -0.94 -2.07 0.91
H: 0.47 -1.95 -0.97
H: 1.71 0.27 -0.32
O: 0.79 1.66 0.43
O: 1.91 -0.77 -0.49
F: -2.04 -0.38 -0.42

***

8.
# C4H7FO2S

The molecule C4H7FO2S in a non-equilibrium geometry (ωB97M-V with the def2-TZVPD basis set, the Open Molecules 2025 dataset).

Summary:
Structure (SMILES): CC[C@@]1(F)CS1(=O)=O
Strongest force on any atom: 0.0959 hartree/bohr
Orbital gap: 0.4071 Eh
Energy relative to the best compared isomer or geometry (same formula, charge and spin): 73.8 kcal per mole
Charge: 0
DFT total energy: -805.0219 Eh

Cartesian coordinates (Å):
C: -1.32 0.87 1.01
C: -1.14 -0.16 -0.16
C: 0.25 -0.80 -0.13
F: 0.18 -2.02 0.44
C: 1.11 -0.59 -1.33
S: 1.63 0.23 0.13
O: 2.93 -0.24 0.59
O: 1.32 1.59 0.33
H: -0.92 0.46 1.86
H: -2.37 1.01 1.15
H: -0.86 1.94 0.77
H: -1.14 0.35 -1.03
H: -1.75 -1.05 0.07
H: 1.54 -1.49 -1.59
H: 0.55 -0.08 -2.11

***

9.
# C4H7FS

The molecule C4H7FS in a non-equilibrium geometry (ωB97M-V with the def2-TZVPD basis set, the Open Molecules 2025 dataset).

Summary:
Structure (SMILES): C[C@H](F)CC=S
Strongest force on any atom: 0.0724 hartree/bohr
Orbital gap: 0.3205 Eh
Energy relative to the best compared isomer or geometry (same formula, charge and spin): 47.7 kcal per mole
Charge: 0
DFT total energy: -654.5890 Eh

Cartesian coordinates (Å):
C: -1.66 1.26 0.38
C: -1.09 0.02 -0.15
F: -2.14 -0.73 -0.78
C: -0.25 -0.76 0.73
C: 1.20 -0.47 0.64
S: 2.18 0.28 -0.42
H: -2.74 1.35 0.04
H: -1.69 1.47 1.49
H: -0.87 2.12 0.15
H: -0.56 0.16 -1.06
H: -0.71 -0.76 1.79
H: -0.09 -1.72 0.33
H: 1.68 -0.93 1.48

***

10.
# C4H7FS

The molecule C4H7FS in a non-equilibrium geometry (ωB97M-V with the def2-TZVPD basis set, the Open Molecules 2025 dataset).

Summary:
Structure (SMILES): FCCCC=S
Strongest force on any atom: 0.0668 hartree/bohr
Orbital gap: 0.3115 Eh
Energy relative to the best compared isomer or geometry (same formula, charge and spin): 37.5 kcal per mole
Charge: 0
DFT total energy: -654.6053 Eh

Cartesian coordinates (Å):
F: -0.30 0.51 -1.70
C: -1.38 0.36 -0.74
C: -0.70 0.35 0.60
C: 0.50 -0.62 0.57
C: 1.72 -0.14 -0.22
S: 3.02 -1.11 -0.13
H: -2.00 1.31 -0.81
H: -2.03 -0.49 -0.80
H: -0.27 1.31 0.88
H: -1.52 0.12 1.31
H: 0.87 -0.83 1.63
H: 0.18 -1.60 0.11
H: 1.90 0.82 -0.70

***

11.
# C4H7FS

The molecule C4H7FS in a non-equilibrium geometry (ωB97M-V with the def2-TZVPD basis set, the Open Molecules 2025 dataset).

Summary:
Structure (SMILES): C/C(F)=C/CS
Strongest force on any atom: 0.0390 hartree/bohr
Orbital gap: 0.3611 Eh
Energy relative to the best compared isomer or geometry (same formula, charge and spin): 21.1 kcal per mole
Charge: 0
DFT total energy: -654.6313 Eh

Cartesian coordinates (Å):
C: 2.16 -0.45 -0.39
C: 0.88 0.22 -0.18
F: 0.86 1.57 -0.34
C: -0.26 -0.45 0.08
C: -1.44 0.29 0.48
S: -2.91 0.08 -0.57
H: 2.59 -0.31 -1.38
H: 2.03 -1.52 -0.32
H: 2.89 -0.04 0.30
H: -0.17 -1.53 0.08
H: -1.19 1.37 0.54
H: -1.73 0.00 1.49
H: -3.71 0.77 0.21

***

12.
# C4H7FeO3

A structure of composition C4H7FeO3 in a non-equilibrium geometry (ωB97M-V with the def2-TZVPD basis set, the Open Molecules 2025 dataset).

Summary:
Spin multiplicity: 5
Strongest force on any atom: 0.0558 hartree/bohr
Expectation value of S²: 6.026
Orbital gap (alpha / beta): 0.2134 / 0.2175 Eh
Charge: -1
DFT total energy: -1645.8919 Eh

Cartesian coordinates (Å):
O: 0.38 1.03 0.00
Fe: 4.41 0.51 0.30
O: 2.52 0.96 0.54
C: 1.52 0.37 0.08
O: 1.56 -0.90 -0.11
C: 0.40 -1.74 -0.53
H: 0.02 -1.23 -1.43
H: 0.92 -2.68 -0.80
C: -0.88 0.46 0.70
C: -2.06 0.59 -0.24
H: -0.56 -0.39 1.32
H: -1.11 1.11 1.56
H: -1.94 -0.01 -1.15
H: -2.98 0.27 0.28
H: -2.20 1.63 -0.55

***

Question: The highest charge belongs to which entry?
Answer: C4H7FN3O

***

Question: What is the formula in the ninth record?
Answer: C4H7FS

***

What did the twelfth record say?
# C4H7FeO3

A structure of composition C4H7FeO3 in a non-equilibrium geometry (ωB97M-V with the def2-TZVPD basis set, the Open Molecules 2025 dataset).

Summary:
Spin multiplicity: 5
Strongest force on any atom: 0.0558 hartree/bohr
Expectation value of S²: 6.026
Orbital gap (alpha / beta): 0.2134 / 0.2175 Eh
Charge: -1
DFT total energy: -1645.8919 Eh

Cartesian coordinates (Å):
O: 0.38 1.03 0.00
Fe: 4.41 0.51 0.30
O: 2.52 0.96 0.54
C: 1.52 0.37 0.08
O: 1.56 -0.90 -0.11
C: 0.40 -1.74 -0.53
H: 0.02 -1.23 -1.43
H: 0.92 -2.68 -0.80
C: -0.88 0.46 0.70
C: -2.06 0.59 -0.24
H: -0.56 -0.39 1.32
H: -1.11 1.11 1.56
H: -1.94 -0.01 -1.15
H: -2.98 0.27 0.28
H: -2.20 1.63 -0.55

***

Question: What is the DFT total energy in the tenth record?
Answer: -654.6053 Eh